Entry 1:
The following is a DFT calculation (ωB97M-V/def2-TZVPD) of a molecular structure, C31H49BrO2P2Pr in a non-equilibrium geometry.

Last column: Mulliken spin population.
CARTESIAN COORDINATES (ANGSTROEM)
Pr -0.06909 -0.26134 -0.69190  2.025
C -2.30148 1.65551 0.17308  -0.001
C -2.72802 0.74872 -0.84646  0.002
C -2.44988 -0.44325 1.11020  -0.006
C -2.21665 0.92854 1.38227  -0.018
C -2.77929 -0.57186 -0.27075  -0.004
C -2.10185 3.12290 0.04018  0.003
H -1.83004 3.40808 -0.98259  0.000
H -1.29733 3.47538 0.70778  -0.001
H -3.01521 3.67703 0.30984  0.000
C -2.09054 1.49947 2.73882  0.000
H -1.83833 2.56090 2.70516  0.000
H -1.27726 0.99158 3.27163  -0.001
H -3.01057 1.36117 3.32925  -0.001
C -2.45731 -1.53372 2.11884  0.008
H -3.44673 -1.64322 2.59739  -0.001
H -1.71635 -1.33783 2.90847  -0.001
H -2.19122 -2.49669 1.66140  -0.001
C -3.06143 -1.85148 -0.97169  -0.005
H -4.12809 -1.97324 -1.20519  0.000
H -2.74521 -2.71996 -0.37850  -0.001
H -2.52504 -1.90887 -1.92772  0.000
C -3.28132 1.17777 -2.15450  -0.005
H -4.26172 1.67567 -2.03075  0.000
H -3.43463 0.32109 -2.82307  -0.001
H -2.61777 1.90682 -2.64478  -0.001
C 1.71694 0.49788 -2.33857  -0.008
C 0.62961 1.31817 -2.54523  0.025
C -0.00189 1.50694 -3.91349  -0.001
C -0.93037 0.37151 -4.42427  -0.002
C -1.02198 -0.87646 -3.58787  0.012
C 0.05059 -1.67158 -3.33802  -0.001
C 1.37859 -1.42950 -4.04021  -0.005
C 2.32046 -0.36739 -3.41691  0.004
H 0.76489 1.71190 -4.68742  0.001
H -0.60899 0.11214 -5.44936  0.000
H -0.59492 2.44251 -3.87956  0.000
H 2.74017 0.24914 -4.23887  -0.001
H 2.38550 0.60507 -1.46331  -0.009
H 0.33700 2.10032 -1.81330  -0.002
H 3.20026 -0.87542 -2.98212  0.000
H 1.92199 -2.38591 -4.09534  0.000
H -0.08791 -2.69578 -2.96500  0.000
H 1.21321 -1.14986 -5.09630  0.000
H -1.94762 0.77581 -4.53723  0.000
H -2.03924 -1.28569 -3.54345  0.002
P 2.14904 2.40064 0.31770  0.003
C 1.87097 3.25658 1.88667  0.000
H 2.64741 4.01327 2.05783  0.000
H 1.90003 2.50805 2.69181  0.000
H 0.87311 3.70866 1.89163  0.000
C 3.81311 1.71275 0.62841  -0.001
H 4.45259 2.49397 1.05635  0.000
H 4.24513 1.31741 -0.29768  0.000
H 3.69464 0.88572 1.34336  0.000
C 2.52964 3.84094 -0.74549  0.001
H 2.86848 3.49601 -1.73211  0.000
H 3.30094 4.45039 -0.25285  0.000
H 1.60400 4.42057 -0.87876  0.000
P 1.12046 -3.05338 -0.46919  0.002
C 0.01299 -4.43075 -0.98282  -0.002
H 0.60766 -5.29917 -1.29998  0.000
H -0.64892 -4.11850 -1.80035  0.000
H -0.62861 -4.70148 -0.12906  0.000
C 2.67478 -3.31047 -1.39697  -0.001
H 2.53767 -3.09823 -2.46342  0.000
H 3.03006 -4.34082 -1.25651  0.000
H 3.42440 -2.60405 -1.00966  0.000
C 1.63752 -3.67942 1.15564  0.001
H 2.13166 -4.65660 1.07797  0.000
H 0.73402 -3.77210 1.76879  0.000
H 2.31460 -2.95329 1.62197  0.000
Br 0.68129 1.86388 4.71933  0.000
C 0.61370 -0.03364 4.95855  0.000
C 0.25584 -0.49150 6.23247  0.000
C 0.33924 -1.85537 6.52380  0.000
C 0.70668 -2.76202 5.53289  0.000
C 0.96509 -2.31312 4.24006  0.000
C 0.92009 -0.94770 3.92808  0.001
C 1.40524 -0.43786 2.59058  -0.003
O 2.61818 -0.17912 2.52623  0.000
O 0.56627 -0.34266 1.58666  -0.005
H -0.09530 0.22250 6.97686  0.000
H 0.13798 -2.19339 7.53481  0.000
H 0.78106 -3.83064 5.75140  0.000
H 1.21563 -3.02860 3.46512  0.000

Atoms 1-2, force components in eV/Å:
Pr -2.871 0.103 5.474
C 0.126 -1.062 0.030

Properties
Molar mass, g/mol: 736.49
Energy, Ha: -5134.62300
Orbital gap (alpha / beta), Eh: 0.2032 / 0.2063
Spin multiplicity: 3
Net charge: +1

Entry 2:
The following is a DFT calculation (ωB97M-V/def2-TZVPD) of 7 unconnected molecules or ions with the total composition CH16O7 in a non-equilibrium geometry.

Last column: Löwdin charge in e.
CARTESIAN COORDINATES (ANGSTROEM)
C 1.20518 1.95112 1.96513  -0.094
O 1.69614 1.48895 0.71825  -0.135
H 0.77881 1.08488 2.29332  0.055
H 2.11313 2.37967 2.52862  0.115
H 0.47994 2.71897 1.70105  0.080
H 1.85473 0.59079 0.85778  0.044
O 1.90765 -2.87359 -0.31960  -0.112
H 1.91138 -1.84320 -0.55978  0.090
H 1.83125 -3.34524 -1.14678  0.020
O -0.71100 -1.48615 0.02520  -0.117
H -0.48734 -0.76798 -0.70487  0.081
H -0.05974 -2.15387 -0.19502  -0.005
O 0.47483 0.86345 -1.64133  -0.062
H -0.41725 1.26639 -1.62661  0.086
H 1.01947 1.15324 -0.90153  0.012
O -2.86731 -0.83160 0.51171  -0.038
H -3.75136 -0.99168 0.50924  -0.016
H -2.45996 -1.69561 0.58721  0.030
O -2.26810 2.21660 1.35527  0.088
H -2.91355 2.69107 1.38829  -0.127
H -2.37118 1.31925 1.09870  0.011
O 1.08019 -1.45436 -2.50969  0.008
H 0.74224 -1.67819 -3.36701  0.064
H 1.21186 -0.60290 -2.56757  -0.079

Atoms 1-2, force components in eV/Å:
C 2.213 2.690 -1.109
O 0.559 1.648 -1.652

Properties
Molar mass, g/mol: 140.13
Energy, Ha: -574.26204
Orbital gap, Eh: 0.4068
Energy relative to the best compared isomer or geometry (same formula, charge and spin), eV: 3.152
Structure (SMILES): CO.O.O.O.O.O.O

> Which of these has the lowest molar mass?

CH16O7

> What is the formula in the second record?

CH16O7